117
Properties=species:S:1:pos:R:3:forces:R:3 method="wB97M-V/def2-TZVPD" orbital_gap_ev=5.87 multiplicity=1 lumo_ev=2.2 total_charge=-1 largest_force_ha_per_bohr=0.0550 relative_energy_kj_mol=74.4 e_tot_ev=-163785.01221
Ca -0.0140 -0.2419 1.0893 -1.4 -2.1 -1.3
O 4.2736 -0.5937 -0.3244 -0.2 0.1 -0.1
C 4.7533 -1.0149 0.8611 -0.1 0.0 0.3
C 6.0263 -1.5778 0.9194 0.0 0.0 -0.2
C 6.5419 -2.0123 2.1220 0.0 0.0 0.0
C 5.7960 -1.8977 3.2879 0.1 0.0 0.2
C 4.5337 -1.3457 3.2429 0.1 0.0 -0.1
C 4.0000 -0.8930 2.0403 0.2 0.0 -0.3
C 2.6173 -0.3778 2.0013 0.2 0.1 1.3
O 2.0470 -0.1431 0.8741 1.7 0.1 -0.7
N 2.0606 -0.2273 3.1727 1.1 -0.1 0.3
N 0.7175 -0.0122 3.1408 -0.5 0.3 1.0
C 0.1665 0.0730 4.2834 0.5 -0.2 0.7
S 1.1389 0.0860 5.7612 -0.3 0.0 0.0
C -0.2675 0.6048 6.8091 0.4 0.0 -0.3
C -1.5217 -0.0470 6.2864 -0.1 -0.1 -0.5
S -1.5541 0.1674 4.4692 0.2 -0.3 0.5
H 3.3305 -0.3244 -0.1395 0.2 0.0 -0.2
H 6.5875 -1.6759 0.0023 0.1 0.0 -0.1
H 7.5322 -2.4449 2.1552 0.1 -0.1 0.0
H 6.1940 -2.2532 4.2254 0.1 0.0 0.1
H 3.9188 -1.2580 4.1250 0.0 0.0 0.1
H -0.3537 1.6902 6.7550 0.0 0.0 0.1
H -0.0456 0.3061 7.8316 0.0 0.0 0.1
H -2.4114 0.4390 6.6827 -0.1 0.0 -0.1
H -1.5452 -1.1178 6.4877 0.0 0.0 0.1
C -3.0393 4.8439 -4.8393 0.6 -0.1 0.0
S -1.2510 5.1555 -4.7403 -0.1 0.1 0.1
C -0.8386 4.1648 -3.2702 -0.2 0.1 -0.5
C -0.7682 2.6701 -3.5457 0.1 0.0 0.2
C -0.4179 1.9490 -2.2457 -0.2 0.7 -0.5
N -0.5635 0.4768 -2.3359 0.3 -0.5 0.5
P -1.7552 -0.0757 -1.1934 -1.3 -0.4 -1.3
C -2.6954 -1.4453 -2.0199 0.1 -0.1 0.3
C -2.7646 -1.7917 -3.3649 0.1 0.1 0.1
C -3.6308 -2.7890 -3.7813 0.0 0.0 -0.2
C -4.4235 -3.4574 -2.8637 -0.1 -0.1 0.1
C -4.3487 -3.1363 -1.5181 -0.1 -0.1 -0.1
C -3.4898 -2.1350 -1.1062 0.2 0.1 0.1
C -3.1046 1.1144 -1.6120 0.1 0.1 0.4
C -3.6809 1.8492 -0.5863 0.1 0.0 0.0
C -4.7199 2.7285 -0.8535 -0.1 0.1 0.1
C -5.1914 2.8761 -2.1448 -0.1 0.1 0.1
C -4.6323 2.1317 -3.1707 0.1 -0.1 -0.1
C -3.6016 1.2493 -2.9062 -0.1 0.0 0.0
P 1.1138 -0.0568 -2.1151 0.1 -0.2 -1.2
C 1.5345 0.1216 -3.9196 0.3 0.2 0.2
C 0.8137 -0.5886 -4.8748 0.0 0.1 0.0
C 1.1792 -0.5529 -6.2063 -0.1 -0.1 0.0
C 2.2803 0.1899 -6.6020 0.1 0.1 0.0
C 2.9753 0.9387 -5.6682 0.1 0.0 -0.2
C 2.6040 0.9040 -4.3320 -0.1 0.0 0.2
C 1.2156 -1.8841 -2.1857 -0.1 -0.1 0.3
C 2.5309 -2.3451 -2.2876 0.0 0.2 0.0
C 2.8011 -3.6985 -2.3199 0.1 -0.1 0.0
C 1.7610 -4.6139 -2.2319 -0.1 0.0 0.0
C 0.4574 -4.1632 -2.1265 0.0 -0.2 0.0
C 0.1861 -2.8054 -2.0940 0.1 0.2 -0.1
H -3.4510 5.5968 -5.5024 -0.1 0.0 -0.1
H -3.4732 4.9359 -3.8482 -0.1 0.0 0.0
H -3.2207 3.8515 -5.2399 -0.2 -0.1 0.0
H -1.5914 4.3818 -2.5091 0.1 0.0 0.1
H 0.1251 4.5475 -2.9308 0.0 0.0 0.1
H -0.0212 2.4655 -4.3163 0.0 0.0 0.0
H -1.7331 2.3164 -3.9074 0.1 0.1 -0.1
H -1.0366 2.3457 -1.4352 0.2 0.0 -0.1
H 0.6226 2.2074 -1.9908 -0.2 0.0 0.1
H -2.1309 -1.2926 -4.0838 0.0 0.1 -0.1
H -3.6922 -3.0468 -4.8308 0.0 0.0 0.0
H -5.1025 -4.2294 -3.1945 0.0 -0.1 -0.1
H -4.9542 -3.6697 -0.7978 0.0 0.0 0.0
H -3.4128 -1.8786 -0.0557 0.0 -0.1 0.1
H -3.3088 1.7504 0.4237 -0.1 0.0 0.0
H -5.1515 3.2943 -0.0423 -0.1 0.1 0.1
H -6.0064 3.5547 -2.3547 0.0 0.1 0.0
H -5.0047 2.2314 -4.1810 0.0 0.0 -0.1
H -3.1928 0.6584 -3.7119 0.0 0.0 0.0
H -0.0286 -1.1848 -4.5558 0.0 -0.1 0.0
H 0.6160 -1.1138 -6.9406 0.0 -0.1 0.0
H 2.5991 0.1744 -7.6355 0.0 0.1 -0.1
H 3.8120 1.5463 -5.9829 0.1 0.0 0.0
H 3.1584 1.4773 -3.6010 0.1 0.0 0.1
H 3.3420 -1.6268 -2.3135 0.1 -0.1 0.0
H 3.8247 -4.0443 -2.3980 0.0 0.0 0.0
H 1.9679 -5.6735 -2.2254 0.0 -0.1 0.0
H -0.3608 -4.8641 -2.0464 -0.1 -0.1 0.0
H -0.8305 -2.4696 -1.9873 0.1 -0.2 0.0
O -2.9801 2.5628 4.8526 0.0 0.0 -0.1
S -2.4443 3.2045 3.6781 -0.1 0.7 0.3
O -3.1075 4.4350 3.3251 0.2 0.0 -0.3
N -2.3429 2.2219 2.3675 -0.6 0.3 0.5
C -1.1277 2.1957 1.8866 0.0 1.0 0.5
O -0.7971 1.6418 0.8141 -0.5 1.8 -0.5
C -0.1109 2.9075 2.7210 0.4 0.3 0.1
C 1.2557 2.9646 2.4979 -0.2 0.1 0.0
C 2.0360 3.6635 3.4057 0.1 0.0 0.0
C 1.4606 4.2894 4.5037 -0.1 0.0 0.0
C 0.0879 4.2209 4.7286 0.0 0.1 0.2
C -0.6754 3.5197 3.8248 -0.4 -0.5 -0.6
H 1.6857 2.4555 1.6472 0.1 0.0 -0.1
H 3.1071 3.7112 3.2663 0.0 0.0 0.0
H 2.0938 4.8292 5.1935 0.0 0.0 0.1
H -0.3608 4.6965 5.5884 0.0 0.1 0.1
Cl 2.2628 -4.4524 6.3220 0.2 -0.1 0.4
C 1.4822 -3.8959 4.8728 0.0 0.1 -0.1
C 2.1947 -3.8370 3.6866 -0.1 -0.1 0.2
C 1.5604 -3.4217 2.5372 -0.1 0.1 -0.1
C 0.2051 -3.0332 2.5336 0.1 -0.3 0.1
C -0.4612 -2.5881 1.3465 -0.4 -0.6 -0.2
C -0.4693 -3.0955 3.7698 0.0 0.0 -0.1
C 0.1525 -3.5137 4.9232 0.1 -0.1 0.0
H 3.2380 -4.1185 3.6750 0.1 0.0 0.0
H 2.1197 -3.3723 1.6102 0.0 0.0 -0.1
H -1.5377 -2.7503 1.4117 -0.2 0.0 -0.1
H -0.0510 -3.0426 0.4461 0.0 0.0 -0.1
H -1.5106 -2.8039 3.8008 -0.1 0.0 0.0
H -0.3878 -3.5691 5.8579 0.0 0.0 0.1

***

109
Properties=species:S:1:pos:R:3:forces:R:3 method="wB97M-V/def2-TZVPD" orbital_gap_ev="7.10 / 6.52" multiplicity=3 lumo_ev="-5.6 / -5.7" total_charge=+2 s_squared=2.0324 largest_force_ha_per_bohr=0.0254 relative_energy_kj_mol=380.5 e_tot_ev=-136209.37352
W 0.8535 0.4138 -0.2088 0.1 -0.8 1.0
C -2.2896 -2.4868 4.4099 0.0 0.0 0.0
C -0.8790 -2.5480 3.8281 -0.1 -0.1 0.0
C -0.0074 -1.3729 4.1736 0.0 -0.1 0.2
C 0.1675 -1.0484 5.5150 0.0 0.0 0.0
C 1.0197 -0.0350 5.9095 0.0 0.0 -0.1
C 1.7095 0.6693 4.9392 0.0 0.0 0.0
C 1.5650 0.3725 3.5891 0.1 0.0 0.0
C 2.2697 1.2740 2.6074 -0.2 -0.2 0.2
C 3.7466 1.0048 2.3263 0.0 0.0 0.1
C 0.6875 -0.6586 3.1902 -0.1 0.1 0.0
N 0.4339 -1.0255 1.8169 -0.1 0.4 -0.1
C 1.5134 -1.2948 1.0940 0.1 0.0 -0.2
C 1.4943 -1.8769 -0.2332 -0.1 0.0 0.0
C 2.3272 -1.3193 -1.2089 0.0 0.1 -0.5
C 1.9876 -1.9162 -2.4690 0.3 0.2 0.1
C 0.9784 -2.7755 -2.2359 -0.3 0.0 -0.1
N 0.6301 -2.7677 -0.8877 0.2 0.0 0.3
H -2.9114 -3.2890 4.0048 0.0 0.0 0.0
H -2.7675 -1.5327 4.1748 0.0 -0.1 0.0
H -2.2919 -2.5964 5.4939 0.0 0.0 0.0
H -0.9198 -2.6229 2.7479 0.0 0.0 0.0
H -0.3780 -3.4580 4.1740 0.0 0.0 0.0
H -0.3678 -1.6182 6.2650 0.0 0.0 0.0
H 1.1437 0.2064 6.9561 0.0 0.0 0.0
H 2.3684 1.4806 5.2269 0.0 0.0 0.0
H 2.1960 2.2993 2.9741 0.0 0.0 0.0
H 1.5691 1.2341 1.7531 0.5 0.3 -0.6
H 4.2866 1.0384 3.2733 0.0 0.0 0.0
H 4.1751 1.7705 1.6795 0.0 0.0 0.0
H 3.9566 0.0339 1.8799 0.0 0.0 0.0
H 2.5219 -1.1166 1.4663 0.0 -0.1 0.1
H 3.1990 -0.7084 -1.0022 0.0 -0.1 0.0
H 2.4534 -1.7290 -3.4218 0.0 0.0 0.0
H 0.4442 -3.4065 -2.9291 0.0 0.1 0.0
C 5.3710 2.5254 -2.5877 0.0 0.0 0.0
C 4.6673 2.0455 -3.6878 0.0 0.0 0.0
C 3.3515 1.6348 -3.5596 -0.1 0.0 -0.1
C 2.7351 1.7185 -2.3184 0.1 -0.1 0.1
C 3.4337 2.1957 -1.2167 -0.2 0.1 0.1
C 4.7511 2.6039 -1.3483 0.0 0.0 0.0
N 1.4076 1.2357 -2.0873 0.0 0.2 -0.3
N 0.6810 1.0786 -3.1003 0.0 0.0 0.1
C -0.5589 0.5344 -2.7730 -0.1 0.1 0.0
C -1.5572 0.5509 -3.7434 0.0 0.0 0.0
C -2.8394 0.1850 -3.3799 0.0 0.0 0.0
C -3.0997 -0.1989 -2.0653 0.0 0.0 0.0
C -2.0868 -0.2625 -1.1168 0.0 0.0 0.0
C -0.7827 0.1046 -1.4490 0.1 -0.1 -0.1
H 6.3983 2.8437 -2.6988 0.0 0.0 0.0
H 5.1500 1.9897 -4.6539 0.0 0.0 0.0
H 2.7946 1.2613 -4.4077 0.0 0.0 0.0
H 2.9174 2.3048 -0.2644 0.0 0.0 0.0
H 5.2882 2.9941 -0.4941 0.0 0.0 0.0
H -1.3216 0.8927 -4.7426 0.0 0.0 0.0
H -3.6428 0.2251 -4.1027 0.0 0.0 0.0
H -4.1140 -0.4424 -1.7750 0.0 0.0 0.0
H -2.3263 -0.5571 -0.1007 0.0 0.0 0.0
C 0.3142 3.7563 1.2441 0.1 0.0 0.0
S -0.4029 2.5321 0.1659 -0.3 0.1 -0.2
O -0.7376 3.2040 -1.0981 0.1 -0.1 0.2
C -1.8993 2.1746 1.0611 -0.1 0.0 -0.1
C -3.0848 2.6165 0.4989 0.0 -0.1 0.0
C -4.2745 2.3230 1.1536 0.0 0.0 0.0
C -4.2587 1.6040 2.3399 0.0 0.0 0.0
C -3.0552 1.1721 2.8888 0.0 0.0 0.0
C -1.8610 1.4536 2.2453 -0.1 0.0 0.0
H -0.3331 4.6280 1.1528 0.0 0.0 0.0
H 1.3168 3.9874 0.8870 0.0 0.0 0.0
H 0.3281 3.3850 2.2668 0.0 0.0 0.0
H -3.0672 3.1630 -0.4352 0.0 0.0 0.0
H -5.2130 2.6625 0.7366 0.0 0.0 0.0
H -5.1896 1.3893 2.8481 0.0 0.0 0.0
H -3.0420 0.6258 3.8230 0.0 0.0 0.0
H -0.9258 1.1135 2.6685 0.0 0.0 0.0
C 0.3344 -7.7778 -2.9429 0.0 0.0 0.0
C -0.9743 -7.4677 -2.6014 0.0 0.0 0.0
C -1.2488 -6.3274 -1.8602 0.0 0.0 0.1
C -0.1969 -5.5006 -1.4765 -0.1 -0.1 0.1
C 1.1207 -5.8224 -1.7913 0.1 0.0 0.0
C 1.3818 -6.9591 -2.5358 0.0 0.0 0.0
As -0.4985 -4.0706 -0.2504 0.1 -0.1 -0.1
C 0.0684 -4.7206 1.4432 -0.1 0.1 0.0
C 1.3556 -4.5363 1.9297 0.0 -0.1 0.0
C 1.7290 -5.1941 3.0938 0.0 0.0 -0.1
C 0.8330 -6.0334 3.7420 0.0 0.0 0.0
C -0.4455 -6.2240 3.2352 0.0 0.0 0.0
C -0.8351 -5.5694 2.0787 0.0 0.1 0.0
C -2.3087 -3.5115 -0.3266 0.1 -0.1 0.0
C -2.9728 -3.6335 -1.5457 0.0 0.1 0.0
C -4.3146 -3.2984 -1.6160 0.0 0.0 0.0
C -4.9748 -2.8285 -0.4864 0.0 0.0 0.0
C -4.2945 -2.6765 0.7149 0.0 0.0 0.0
C -2.9548 -3.0231 0.8024 -0.1 0.0 0.1
H 0.5425 -8.6663 -3.5236 0.0 0.0 0.0
H -1.7850 -8.1141 -2.9079 0.0 0.0 0.0
H -2.2721 -6.1017 -1.5801 0.1 -0.1 0.0
H 1.9417 -5.1926 -1.4651 0.0 0.0 0.0
H 2.4012 -7.2112 -2.7935 0.0 0.0 0.0
H 2.0707 -3.9067 1.4173 0.0 0.0 0.0
H 2.7271 -5.0587 3.4876 0.0 0.0 0.0
H 1.1356 -6.5483 4.6439 0.0 0.0 0.0
H -1.1391 -6.8838 3.7385 0.0 0.0 0.0
H -1.8337 -5.7195 1.6830 0.0 0.0 0.0
H -2.4580 -3.9837 -2.4339 0.0 0.0 0.1
H -4.8432 -3.3992 -2.5542 0.0 0.0 0.0
H -6.0255 -2.5764 -0.5440 0.0 0.0 0.0
H -4.8066 -2.2984 1.5900 0.0 0.0 0.0
H -2.4335 -2.9007 1.7406 0.0 -0.1 0.0

***

Question: What is the multiplicity in the first record?
Answer: 1

***

Question: Which of these has the lowest multiplicity?
Answer: C52H48CaClN4O5P2S4

***

Question: Which of these has the highest multiplicity?
Answer: C52H49AsN4OSW